[1]
87
Properties=species:S:1:pos:R:3 method="wB97M-V/def2-TZVPD" e_homo_ev="-13.2389 / -13.1370" relative_energy_kcal_mol=1.7 s_squared=0.76 charge=+2 multiplicity=2
Re 0.14066 -0.15436 -0.49095
C -1.29173 -2.99110 -0.52130
N -1.43141 -1.70051 0.18931
C -1.40440 -1.86251 1.65870
C -0.02111 -1.61320 2.12415
N 0.71834 -0.72595 1.50045
C 1.89759 -0.58780 2.26131
C 2.99185 0.26115 2.11387
C 3.99560 0.15186 3.05310
C 3.92688 -0.77892 4.10513
C 2.83626 -1.60514 4.26921
C 1.81863 -1.47097 3.33147
N 0.58300 -2.11214 3.20750
C -0.51413 -2.79182 -1.76219
N 0.26830 -1.75601 -1.95929
C 0.96852 -2.02982 -3.16061
C 1.98323 -1.34189 -3.82280
C 2.49005 -1.91387 -4.96665
C 2.02744 -3.15162 -5.45003
C 1.04413 -3.85323 -4.79134
C 0.53607 -3.25912 -3.63995
N -0.40750 -3.71543 -2.72378
H -2.26381 -3.44059 -0.73593
H -0.75503 -3.69028 0.12508
H -2.33688 -1.30458 -0.05408
H -1.79498 -2.82938 1.97836
H -2.04345 -1.09151 2.09615
H 3.05240 0.97319 1.30247
H 4.85952 0.79883 2.98078
H 4.74805 -0.84229 4.80596
H 2.77825 -2.31564 5.08293
H 0.19615 -2.78957 3.84564
H 2.34560 -0.39095 -3.47002
H 3.27362 -1.39953 -5.50656
H 2.46456 -3.56609 -6.34851
H 0.69448 -4.81628 -5.13917
H -0.92615 -4.57651 -2.78169
O 0.17345 0.62573 -3.64501
S -1.19238 0.90122 -3.33781
O -1.71762 2.20431 -3.60173
N -1.35212 0.59366 -1.70634
C -2.43160 1.25676 -1.04776
C -3.63491 1.61960 -1.59883
C -4.58206 2.33105 -0.83119
C -4.32094 2.70807 0.45361
C -3.08649 2.35749 1.04222
C -2.69565 2.75541 2.33948
C -1.46703 2.39916 2.81097
C -0.62176 1.61073 2.01596
N -0.95509 1.19895 0.80236
C -2.17209 1.59739 0.29139
C -2.23286 -0.25598 -4.15856
C -2.80774 -1.34266 -3.51618
C -3.66347 -2.17738 -4.22119
C -3.94167 -1.91689 -5.55523
C -3.35248 -0.83342 -6.19425
C -2.49808 0.00686 -5.50028
H -3.85798 1.39641 -2.63160
H -5.52673 2.59115 -1.28906
H -5.03986 3.27823 1.02754
H -3.36859 3.35903 2.93653
H -1.12192 2.71085 3.78671
H 0.35217 1.33354 2.38452
H -2.60794 -1.50922 -2.46671
H -4.12241 -3.02650 -3.72988
H -4.63833 -2.54579 -6.09383
H -3.56724 -0.63621 -7.23604
H -2.04742 0.86275 -5.98643
B 3.71838 0.64119 -1.41189
N 3.28551 -0.77577 -0.92807
C 4.11059 -1.81658 -0.97537
C 3.45521 -2.94198 -0.49373
C 2.20125 -2.48231 -0.16836
N 2.09245 -1.16520 -0.42997
N 2.63452 1.68116 -1.02997
C 2.91340 2.98012 -1.07301
C 1.73357 3.71095 -1.01930
C 0.75116 2.75774 -0.92350
N 1.29550 1.51103 -0.91782
H 3.87740 0.62186 -2.60663
H 4.74158 0.97163 -0.86830
H 5.11658 -1.69059 -1.34373
H 3.84169 -3.94123 -0.39242
H 1.38266 -3.03000 0.26786
H 3.93737 3.30707 -1.15841
H 1.61608 4.78015 -1.04322
H -0.31388 2.90171 -0.88595

[2]
52
Properties=species:S:1:pos:R:3 method="wB97M-V/def2-TZVPD" e_homo_ev="-17.1284 / -17.1224" relative_energy_kcal_mol=190.4 s_squared=16.78 charge=+3 multiplicity=8
C 5.85597 1.52549 -0.09660
C 5.64198 0.03506 -0.81879
C 4.84993 -1.03995 0.13708
C 3.20429 -0.88203 -0.05222
C 2.42054 -1.96334 0.93819
C 1.21920 -2.80114 0.13098
C -0.15998 -1.91046 0.21129
C -1.54803 -2.83382 0.09091
C -2.83612 -1.84774 0.47815
C -3.62798 -1.27181 -0.85452
C -4.57679 0.01059 -0.46723
C -4.08662 1.44677 -1.09765
Si -2.39701 2.06598 -0.41284
C -2.47433 2.91232 1.31476
C -1.28722 2.29894 2.27452
F -1.71683 0.98613 2.82438
O -1.70021 3.21359 -1.54654
Si -0.81741 2.24698 -2.72720
H 4.97845 1.81889 0.62134
H 6.87756 1.46553 0.47409
H 5.96694 2.30657 -0.98751
H 4.93818 0.23225 -1.75990
H 6.65839 -0.44322 -1.16032
H 5.09599 -2.14757 -0.20613
H 5.16441 -0.92230 1.26405
H 2.90003 0.22270 0.18643
H 2.90418 -1.13381 -1.17948
H 1.90436 -1.30218 1.78345
H 3.17132 -2.73728 1.40383
H 1.63828 -2.91899 -0.97786
H 1.07489 -3.83504 0.67794
H -0.16276 -1.12823 -0.66570
H -0.24864 -1.30838 1.23739
H -1.45625 -3.71057 0.88394
H -1.63023 -3.29289 -0.98926
H -3.60440 -2.42658 1.17035
H -2.44092 -0.94499 1.10994
H -4.37123 -2.14383 -1.18439
H -2.92968 -1.08708 -1.78184
H -4.73516 0.02499 0.69875
H -5.65305 -0.20648 -0.93258
H -4.92079 2.24145 -0.80943
H -4.03530 1.42355 -2.28082
H -1.51532 0.91027 -0.32147
H -2.22674 4.06545 1.13506
H -3.53522 2.84498 1.82328
H -0.31710 2.21440 1.62176
H -1.07823 3.11722 3.11042
H 0.44378 1.84900 -2.06557
H -1.66941 1.08552 -3.06182
H -0.59671 2.99159 -3.96733
Gd -2.55305 0.68349 4.80272

[3]
18
Properties=species:S:1:pos:R:3 method="wB97M-V/def2-TZVPD" e_homo_ev="-18.8938 / -18.8804" relative_energy_kcal_mol=50.8 s_squared=0.75 charge=+2 multiplicity=2
O -1.06650 -0.03151 -1.92411
C -1.75844 0.73463 -0.95936
C -1.37538 0.18009 0.44592
N 0.16703 0.18090 0.53332
C 0.67704 -0.43225 1.88275
H -1.47335 0.18716 -2.78277
H -2.85398 0.60310 -0.95113
H -1.66957 1.80356 -1.14091
H -1.82516 0.78100 1.20089
H -1.59031 -0.89053 0.54820
H 0.43629 -0.42265 -0.30728
H 0.56852 1.07861 0.22904
H -0.10383 -0.25334 2.57394
H 0.90949 -1.45617 1.63309
H 1.66095 0.02831 1.95132
H 3.26906 -1.22400 -1.50915
H 3.30560 -0.06149 -0.64613
O 2.72254 -0.80544 -0.77764

[4]
53
Properties=species:S:1:pos:R:3 method="wB97M-V/def2-TZVPD" e_homo_ev=-11.5581 charge=+1
C -1.07293 -1.33598 1.66107
C -0.94903 -1.74386 0.29271
C 0.43794 -1.99201 0.02469
H -1.77095 -1.95358 -0.38439
C 1.17900 -1.75297 1.23452
C 0.25998 -1.31009 2.25011
H 0.48007 -1.15922 3.30212
H -2.00738 -1.18941 2.20228
H 0.83140 -2.42647 -0.88993
H 2.23979 -1.95889 1.38168
Ti 0.21601 0.20264 0.66258
Cl 2.18757 1.20573 0.50269
P 0.01472 0.34684 -2.53689
C 1.22247 -0.73797 -3.35290
C 0.94791 -1.49911 -4.50006
H -0.04929 -1.49346 -4.93738
C 1.95494 -2.28065 -5.06788
H 1.73356 -2.87459 -5.95421
C 3.23459 -2.31283 -4.51599
H 4.02403 -2.91100 -4.97879
C 3.50059 -1.57519 -3.36159
H 4.49162 -1.60983 -2.91199
C 2.50844 -0.79918 -2.77334
H 2.70770 -0.23814 -1.85550
C -1.60943 -0.12217 -3.19320
C -2.02414 -1.46904 -3.10879
H -1.34275 -2.22918 -2.72316
C -3.31206 -1.82474 -3.50007
H -3.62195 -2.86632 -3.42368
C -4.20859 -0.86301 -3.96711
H -5.21778 -1.14931 -4.27273
C -3.80571 0.47367 -4.02700
H -4.50439 1.23386 -4.36954
C -2.52444 0.84926 -3.63077
H -2.23181 1.89973 -3.64104
C 0.36598 2.00408 -3.19444
C 0.91933 2.20229 -4.46690
H 1.19748 1.34690 -5.07875
C 1.11700 3.50194 -4.94029
H 1.52786 3.65161 -5.93613
C 0.80037 4.60902 -4.15040
H 0.95316 5.62228 -4.52881
C 0.28888 4.40930 -2.86687
H 0.05544 5.26221 -2.23536
C 0.06857 3.12275 -2.38531
H -0.32914 2.96860 -1.37932
Cl -2.73770 4.14389 2.97098
C -1.63830 2.90052 2.39442
Cl 0.00195 3.58778 2.12773
Cl -1.54169 1.53841 3.56786
C -2.06184 2.29374 1.02735
O -2.99180 2.75113 0.39840
O -1.29215 1.29424 0.61965

[5]
43
Properties=species:S:1:pos:R:3 method="wB97M-V/def2-TZVPD" e_homo_ev=-8.9815 relative_energy_kcal_mol=0.0 smiles="O=S(=O)(c1ccc(Cl)cc1)N1[C@H]2Cc3[nH]ncc3[C@@H]1C[C@H](c1csnn1)C2"
O -3.04166 0.04941 -1.14739
S -2.02202 -1.00402 -1.06906
O -1.96352 -1.78256 -2.31690
C -2.19890 -2.01019 0.38999
C -1.22171 -2.93924 0.60652
C -1.28991 -3.69716 1.75904
C -2.30499 -3.51599 2.68870
Cl -2.41189 -4.52285 4.08331
C -3.29786 -2.56293 2.40346
C -3.24145 -1.79070 1.28880
N -0.44369 -0.32880 -0.79767
C 0.26579 0.14526 -1.97890
C -0.35478 1.39118 -2.65126
C -0.70118 2.36281 -1.52093
N -0.99447 3.70754 -1.56936
N -1.11048 4.26159 -0.31942
C -0.87418 3.27842 0.52166
C -0.64648 2.04958 -0.20781
C -0.35907 0.67137 0.29536
C 1.07531 0.65788 0.89488
C 2.13259 0.12806 -0.12489
C 3.53272 0.57707 0.24702
C 4.14424 0.03715 1.32875
S 5.84675 0.43517 1.30964
N 5.56235 1.47073 0.03578
N 4.38156 1.42006 -0.47661
C 1.74383 0.49522 -1.59199
H -0.42827 -3.05872 -0.13344
H -0.57678 -4.49659 1.96721
H -4.11261 -2.37129 3.08820
H -4.02211 -1.03988 1.07016
H 0.26427 -0.66489 -2.68458
H 0.33270 1.85784 -3.35436
H -1.29343 1.09242 -3.14939
H -0.98941 4.25346 -2.42091
H -0.85515 3.32873 1.60381
H -1.06464 0.43592 1.08427
H 1.10455 0.01978 1.77727
H 1.33613 1.68011 1.23239
H 2.14489 -0.95529 -0.08069
H 3.67660 -0.63868 2.00816
H 2.37007 0.02511 -2.37831
H 1.90630 1.54791 -1.71050

[6]
17
Properties=species:S:1:pos:R:3 method="wB97M-V/def2-TZVPD" e_homo_ev=-8.0311 relative_energy_kcal_mol=27.4 smiles="C=CN.CCS"
C 1.22002 0.94166 2.39778
C 1.58791 -0.15387 1.76559
N 1.97403 -0.19518 0.40079
H 0.85615 0.88240 3.40998
H 1.19471 1.89386 1.88886
H 1.50987 -1.11897 2.21503
H 2.16252 0.72273 0.00575
H 2.73853 -0.82825 0.22423
C -2.56784 0.73126 -0.79725
C -1.08222 0.66161 -1.10209
S -0.45343 -1.05234 -1.15552
H -3.14614 0.30085 -1.61208
H -2.78641 0.14747 0.09692
H -2.89007 1.75944 -0.63673
H -0.85610 1.13854 -2.05507
H -0.52587 1.21464 -0.36029
H 0.78427 -0.73516 -0.43916

[7]
34
Properties=species:S:1:pos:R:3 method="wB97M-V/def2-TZVPD" e_homo_ev=-12.3376 charge=+1
O -0.65999 1.26763 -2.52533
S 0.30728 0.26018 -2.79498
O 0.95770 0.54222 -4.03672
C 1.61676 0.33371 -1.49644
N 1.86122 -0.89971 -0.74706
C 1.64161 -1.10414 0.55811
N 2.02468 -2.33171 0.89285
N 2.48436 -2.91465 -0.18555
N 2.38930 -2.06065 -1.14304
P 2.98477 -2.52256 -2.77201
O 1.78165 -2.36335 -3.79285
O 4.27644 -1.67632 -3.19032
S 3.50062 -4.37199 -2.68457
H -0.25972 -0.98003 -2.94071
H 2.54092 0.72867 -1.94434
H 1.27760 1.07478 -0.75717
H 1.23357 -0.33861 1.21573
H 2.06724 -2.55160 -4.70783
H 5.05016 -2.01582 -2.70151
C -2.78517 2.20356 4.08555
C -1.99895 2.58546 2.84439
O -1.23436 1.51344 2.30396
C -1.96765 0.38626 1.86265
C -2.93722 0.68528 0.73148
H -2.13495 1.72766 4.82129
H -3.23842 3.08743 4.53368
H -3.58662 1.49963 3.85333
H -1.28157 3.36397 3.10442
H -2.65610 3.00963 2.07893
H -2.48119 -0.08978 2.70372
H -1.22169 -0.33308 1.50613
H -3.76513 1.31416 1.05940
H -3.36096 -0.24180 0.34224
H -2.42619 1.21212 -0.07747